Entry from OMol25: a 5-piece molecular cluster, C10H28N5O8S overall (ωB97M-V with the def2-TZVPD basis set).

Element x y z (Å)
C1 -2.817 -3.784 3.468
C2 -2.679 -4.519 2.139
C3 -1.884 -3.727 1.100
C4 -0.387 -3.802 1.361
N1 0.428 -3.019 0.387
S1 0.990 -1.530 0.827
C5 -0.331 -0.406 1.303
C6 0.344 0.868 1.803
H1 -3.504 -4.306 4.131
H2 -1.865 -3.695 3.998
H3 -3.217 -2.779 3.312
H4 -3.670 -4.722 1.734
H5 -2.208 -5.494 2.295
H6 -2.079 -4.116 0.096
H7 -2.212 -2.682 1.113
H8 -0.052 -4.836 1.272
H9 -0.133 -3.461 2.368
H10 -0.077 -2.925 -0.493
H11 1.387 -1.841 2.071
H12 -0.976 -0.880 2.042
H13 -0.883 -0.225 0.379
H14 -0.399 1.510 2.271
H15 1.132 0.666 2.532
H16 0.797 1.384 0.959
C7 -0.036 4.037 -2.072
N2 0.626 2.921 -1.346
O1 -0.002 1.884 -1.177
O2 1.753 3.091 -0.939
H17 -1.032 3.719 -2.347
H18 -0.049 4.889 -1.400
H19 0.571 4.273 -2.941
C8 3.234 -4.677 0.778
N3 4.485 -5.444 1.051
O3 4.416 -6.359 1.843
O4 5.475 -5.084 0.455
H20 2.441 -5.108 1.377
H21 3.440 -3.644 1.047
H22 3.027 -4.750 -0.285
C9 -4.394 2.371 -4.032
N4 -3.800 3.624 -3.489
O5 -4.327 4.135 -2.525
O6 -2.815 4.053 -4.060
H23 -5.257 2.116 -3.429
H24 -4.664 2.567 -5.065
H25 -3.622 1.608 -3.992
C10 4.138 6.786 -1.139
N5 2.802 7.000 -1.761
O7 2.291 8.092 -1.660
O8 2.309 6.046 -2.335
H26 4.443 7.712 -0.668
H27 4.029 5.977 -0.424
H28 4.816 6.490 -1.933

The total energy comes out at -1671.0369 hartree. The total charge is +1. As for the HOMO-LUMO gap: 9.5 eV. The value obtained for the LUMO energy is -0.127 Eh. The highest occupied orbital energy is -12.983 eV.



Entry from OMol25: C10H28NNaO9S as an isolated structure (ωB97M-V with the def2-TZVPD basis set).

Element x y z (Å)
Na1 6.842 -3.199 -16.666
S1 5.906 -0.536 -18.016
O1 6.494 0.722 -17.639
O2 5.277 -1.131 -16.826
O3 4.925 -0.415 -19.058
O4 6.890 -1.415 -18.531
C1 4.253 -6.589 -17.772
C2 5.031 -6.126 -16.518
O5 5.038 -4.731 -16.297
H1 4.662 -7.529 -18.142
H2 4.307 -5.935 -18.642
H3 3.200 -6.769 -17.556
H4 6.070 -6.397 -16.709
H5 4.715 -6.828 -15.746
C3 9.694 -4.702 -15.189
O6 8.493 -3.987 -15.126
H6 9.479 -5.708 -14.827
H7 10.032 -4.809 -16.220
H8 10.571 -4.254 -14.721
H9 8.446 -3.642 -14.231
C4 8.966 -5.940 -18.485
O7 9.396 -5.018 -19.480
H10 8.332 -6.634 -19.036
H11 9.676 -6.640 -18.045
H12 8.363 -5.534 -17.673
H13 9.471 -5.479 -20.319
C5 8.632 -0.218 -22.830
O8 8.888 -0.703 -21.541
C6 10.133 -0.091 -20.998
C7 10.599 -0.791 -19.697
N1 9.680 -0.631 -18.543
C8 10.273 -1.370 -17.383
C9 9.639 -1.214 -15.998
O9 9.748 0.211 -15.676
C10 9.451 0.368 -14.332
H14 7.610 -0.419 -23.152
H15 9.240 -0.753 -23.559
H16 8.485 0.861 -22.887
H17 9.799 0.919 -20.765
H18 10.894 0.009 -21.772
H19 11.593 -0.478 -19.377
H20 10.767 -1.852 -19.878
H21 8.802 -1.069 -18.783
H22 11.347 -1.213 -17.286
H23 10.302 -2.450 -17.526
H24 10.304 -1.783 -15.348
H25 8.594 -1.517 -16.074
H26 9.597 1.439 -14.187
H27 10.104 -0.180 -13.653
H28 8.426 0.332 -13.964

As for the multiplicity: 2. The total energy comes out at -1690.0844 hartree. The total charge is -1. As for the HOMO-LUMO gap (alpha / beta): 5.6 / 4.0 eV. The value obtained for the LUMO energy (alpha / beta) is 0.072 / 0.013 Eh. As for the expectation value of S²: 0.763. The highest occupied orbital energy (alpha / beta) is -3.684 / -3.679 eV.



Entry from OMol25: a 4-piece molecular cluster, C10H28O4 overall (ωB97M-V with the def2-TZVPD basis set).

Element x y z (Å)
C1 4.686 0.640 -0.950
C2 3.200 0.631 -0.989
C3 2.521 -0.747 -1.145
O1 2.860 1.209 0.305
H1 5.112 0.101 -0.104
H2 5.226 1.586 -0.952
H3 5.139 0.069 -1.760
H4 2.894 1.283 -1.807
H5 2.855 -1.406 -1.946
H6 1.437 -0.692 -1.239
H7 2.711 -1.344 -0.253
H8 3.540 0.838 0.873
C4 0.605 0.015 3.091
C5 -0.453 -0.600 2.206
C6 -1.336 -1.613 2.967
O2 -1.310 0.515 1.855
H9 0.100 0.631 3.835
H10 1.201 0.733 2.527
H11 1.168 -0.800 3.545
H12 -0.123 -1.049 1.270
H13 -0.867 -2.575 2.760
H14 -2.358 -1.764 2.619
H15 -1.292 -1.416 4.038
H16 -0.796 1.056 1.251
C7 -1.701 2.382 -1.169
C8 -0.203 2.520 -1.098
O3 0.201 1.545 -0.141
H17 -2.012 1.360 -1.381
H18 -2.201 3.091 -1.828
H19 -2.072 2.783 -0.225
H20 0.119 3.554 -0.972
H21 0.269 2.198 -2.026
H22 1.152 1.492 -0.023
C9 -3.860 -1.973 -2.297
C10 -2.903 -1.937 -1.090
O4 -3.536 -1.261 -0.090
H23 -3.441 -2.293 -3.250
H24 -4.260 -0.985 -2.528
H25 -4.755 -2.558 -2.084
H26 -1.903 -1.583 -1.338
H27 -2.743 -2.960 -0.749
H28 -2.873 -0.678 0.288

The total energy comes out at -698.7062 hartree. As for the HOMO-LUMO gap: 10.2 eV. The value obtained for the LUMO energy is 0.022 Eh. The SMILES is CC(C)O.CC(C)O.CCO.CCO. The calculation puts the relative energy (zero: lowest compared OMol25 entry of this formula, charge and spin) at 101.1 kJ/mol. The highest occupied orbital energy is -9.583 eV.



Entry from OMol25: a 7-piece molecular cluster, C10H29ClN12O8 overall (ωB97M-V with the def2-TZVPD basis set).

Element x y z (Å)
C1 -1.108 0.669 3.543
C2 -2.281 0.003 3.374
C3 -2.284 -1.488 3.517
Cl1 -3.647 -2.155 4.447
O1 -2.390 -2.021 2.192
C4 -1.262 -1.952 1.467
O2 -1.276 -2.186 0.277
H1 -0.765 1.360 2.781
H2 -0.460 0.362 4.360
H3 -3.218 0.486 3.110
H4 -1.361 -1.818 3.998
H5 -0.335 -1.686 1.989
C5 1.239 3.819 1.638
O3 1.104 2.685 2.071
N1 1.900 4.792 2.347
N2 0.749 4.185 0.423
H6 2.028 5.727 2.014
H7 2.271 4.535 3.241
H8 0.274 3.472 -0.123
H9 0.847 5.108 0.047
C6 -0.878 2.564 -2.766
O4 -0.308 2.533 -1.679
N3 -0.529 3.420 -3.760
N4 -1.913 1.720 -3.051
H10 -0.982 3.462 -4.660
H11 0.233 4.044 -3.579
H12 -2.191 1.074 -2.336
H13 -2.395 1.720 -3.930
C7 -0.993 5.525 -7.022
O5 -1.051 4.454 -6.434
N5 -0.358 6.613 -6.497
N6 -1.561 5.706 -8.248
H14 -0.299 7.497 -6.964
H15 0.069 6.509 -5.597
H16 -2.033 4.922 -8.656
H17 -1.528 6.572 -8.751
C8 -1.053 -5.247 4.684
O6 -0.650 -4.097 4.841
N7 -0.197 -6.298 4.548
N8 -2.384 -5.532 4.622
H18 -0.501 -7.243 4.413
H19 0.787 -6.099 4.582
H20 -3.009 -4.752 4.724
H21 -2.758 -6.449 4.474
C9 2.095 -4.741 2.017
O7 2.910 -4.983 2.887
N9 0.804 -4.379 2.266
N10 2.394 -4.782 0.674
H22 0.154 -4.184 1.527
H23 0.507 -4.285 3.228
H24 3.329 -5.028 0.406
H25 1.719 -4.572 -0.036
C10 3.332 -1.290 -1.600
O8 4.532 -1.503 -1.636
N11 2.473 -2.055 -0.858
N12 2.746 -0.267 -2.297
H26 1.483 -1.892 -0.823
H27 2.866 -2.804 -0.316
H28 3.349 0.315 -2.846
H29 1.765 -0.065 -2.265

The total energy comes out at -2117.8248 hartree. As for the HOMO-LUMO gap: 9.3 eV. The value obtained for the LUMO energy is 0.007 Eh. The SMILES is C=C[C@@H](Cl)OC=O.NC(N)=O.NC(N)=O.NC(N)=O.NC(N)=O.NC(N)=O.NC(N)=O. The highest occupied orbital energy is -9.081 eV.